The following is a quantum chemistry calculation of 2 unconnected molecules or ions with the total composition C22H50NO4S, from OMol25.

The charge is +1. The calculation puts the LUMO energy at -0.0930 hartree. As for the highest occupied orbital energy: -9.83 eV. The HOMO-LUMO gap comes out at 7.3 eV.

Atoms and positions in Å:
H: -6.977 -0.418 -0.821
H: 0.696 0.098 -1.002
H: 4.151 -1.136 -0.572
H: -3.630 3.478 3.527
H: 6.945 1.227 -1.047
H: 1.071 2.677 -2.021
H: 2.666 -2.014 -5.120
H: 4.571 -1.223 2.450
H: -5.215 -0.114 -2.197
C: 1.526 2.379 -2.988
H: -1.766 1.248 4.504
C: 2.389 -0.505 -3.499
C: 1.943 -1.751 -4.331
H: -4.158 0.705 6.480
H: -0.373 -0.878 -2.072
H: 3.917 -2.440 1.260
C: 3.071 2.594 -2.966
H: -3.191 0.654 -2.263
C: -2.697 2.911 3.513
C: -2.714 1.802 4.556
N: -3.866 0.924 4.442
C: -4.055 0.061 5.601
H: 3.623 2.085 -3.774
H: -2.856 -1.537 3.087
H: 3.225 -0.022 -4.036
H: -3.134 -1.394 6.899
C: 1.625 -3.020 -3.483
O: 4.002 -3.228 -2.880
H: 1.086 3.066 -3.738
H: 3.003 1.875 -0.832
C: -1.781 0.838 -0.592
C: -2.973 -0.978 5.902
H: -2.741 2.280 5.539
O: 5.894 -0.185 -0.048
C: -3.248 0.572 -1.153
H: 1.003 -1.474 -4.861
H: 3.228 3.683 -3.127
H: -1.970 -0.549 5.889
C: -2.912 -0.567 2.596
H: 5.812 1.923 0.111
O: -3.760 -0.701 -0.750
H: -3.911 1.403 -0.825
C: 3.736 2.259 -1.567
H: -5.019 -0.447 5.512
H: -1.938 -0.078 2.690
C: 0.024 0.140 -1.890
C: 4.690 -1.668 1.448
H: 1.645 -3.879 -4.190
O: -0.964 1.121 -1.746
H: 3.895 0.242 0.564
H: 5.701 -2.103 1.342
H: -1.800 1.693 0.116
H: -1.394 -0.038 -0.026
H: -3.072 -0.750 1.533
H: -2.541 2.521 2.504
H: 2.522 -4.347 -1.947
H: 4.168 3.198 -1.166
H: -4.270 1.074 2.414
H: -5.903 -0.975 0.530
H: 2.501 -2.615 -1.535
H: 4.484 -2.783 -2.182
H: 5.514 1.749 -2.670
S: 0.981 0.669 -3.387
C: -4.053 0.290 3.148
H: -1.880 3.604 3.726
C: -6.196 -1.143 -0.526
H: -6.588 -2.178 -0.582
H: -4.966 -0.311 3.174
H: -4.853 -1.865 -2.069
C: 4.934 1.289 -1.839
C: 4.580 -0.589 0.308
H: 0.599 -3.034 -3.055
C: -4.968 -0.927 -1.488
C: 2.665 -3.332 -2.374
C: 5.920 1.104 -0.639
H: 2.740 -0.731 -2.476
H: -3.006 -1.813 5.203
H: 4.596 0.306 -2.217